ORCA calculation (wB97M-V/def2-TZVPD) on C39H41FeP2Si as an isolated structure in a non-equilibrium geometry.

Geometry as ORCA input:
```
! RIJCOSX wB97M-V def2-TZVPD def2/J DEFGRID3
* xyz 2 6
C 0.7607 -1.6652 -2.6517
C -0.2963 -2.0437 -1.7861
C -1.6213 -1.8361 -2.2143
C -1.8801 -1.5122 -3.5445
C -0.8296 -1.2936 -4.4331
C 0.4910 -1.3447 -3.9799
P -0.0152 -2.0274 0.0506
C -1.2191 -3.3067 0.5775
C -2.5462 -2.9235 0.8372
C -3.5038 -3.8768 1.1769
C -3.1648 -5.2281 1.2001
C -1.8587 -5.6231 0.9182
C -0.8820 -4.6674 0.6305
Fe 0.0186 0.1265 0.6355
P 0.1068 2.2231 0.1065
C -1.2543 2.2962 -1.1239
C -1.0067 2.5758 -2.4727
C -2.0015 2.3509 -3.4228
C -3.2530 1.8556 -3.0343
C -3.5168 1.6243 -1.6765
C -2.5440 1.8945 -0.7227
C -0.0420 3.7544 1.1030
C 1.0806 4.2342 1.7999
C 0.9711 5.2598 2.7339
C -0.2597 5.8770 2.9658
C -1.3747 5.4544 2.2378
C -1.2635 4.4109 1.3160
C 1.6638 2.5421 -0.8274
C 2.7143 1.6084 -0.7061
C 3.8842 1.7652 -1.4409
C 4.0562 2.9000 -2.2333
C 3.0867 3.9091 -2.2403
C 1.8998 3.7449 -1.5126
C 1.5991 -2.8992 0.0868
C 1.8563 -3.8771 -0.8835
C 3.1080 -4.4859 -0.9496
C 4.0902 -4.1529 -0.0064
C 3.8187 -3.2113 0.9864
C 2.5782 -2.5837 1.0425
H 2.0542 3.7657 1.6491
H 1.8410 5.5778 3.3121
H -0.3682 6.6639 3.7113
H -2.3433 5.9283 2.3893
H -2.1335 4.0867 0.7545
H -0.0390 2.9598 -2.7707
H -1.7960 2.5725 -4.4699
H -4.0309 1.6804 -3.7824
H -4.4878 1.2373 -1.3561
H -2.7829 1.7651 0.3342
H 2.6396 0.7689 -0.0114
H 4.6603 1.0005 -1.3525
H 4.9663 2.9999 -2.8193
H 3.2713 4.8260 -2.8007
H 1.1849 4.5636 -1.4473
H 1.0905 -4.1621 -1.6075
H 3.3243 -5.2173 -1.7260
H 5.0717 -4.6298 -0.0501
H 4.5806 -2.9676 1.7279
H 2.3757 -1.8423 1.8106
H -2.8316 -1.8781 0.7513
H -4.5195 -3.5542 1.3965
H -3.9317 -5.9612 1.4313
H -1.6115 -6.6839 0.9176
H 0.1316 -4.9958 0.4278
H -2.4411 -1.9250 -1.4984
H -2.9173 -1.4315 -3.8798
H -1.0243 -1.0844 -5.4815
H 1.3187 -1.1360 -4.6587
H 1.7959 -1.6293 -2.2904
H 0.2470 -0.2671 -0.8638
H 0.6810 0.4825 -1.1866
C 0.3548 -1.7409 3.5408
Si -0.4495 -0.2751 2.7198
C -2.2913 -0.3577 3.1373
C 0.2323 1.3250 3.4747
H 0.2427 -2.6865 3.0081
H -0.1441 -1.8158 4.5088
H 1.4179 -1.5607 3.7055
H -2.2556 -0.3547 4.2401
H -2.8664 0.5140 2.7851
H -2.7742 -1.2819 2.7836
H 0.0969 1.1719 4.5546
H 1.3021 1.4585 3.2662
H -0.2928 2.2421 3.1724
*
```

## Properties
Frontier orbital gap (spin up / spin down) ... 0.2215 / 0.2089 Ha
LUMO (spin up / spin down) ... -6.38 / -8.61 eV
ΔE to the lowest compared entry with this formula, charge and spin ... 70.59 kcal/mol
Expectation value of S² ... 8.776

---

ORCA calculation (wB97M-V/def2-TZVPD) on a 2-piece molecular cluster, C39H41N6O6PS overall in a non-equilibrium geometry.

Geometry as ORCA input:
```
! RIJCOSX wB97M-V def2-TZVPD def2/J DEFGRID3
* xyz 0 1
C -3.2594 -0.2522 8.8125
C -2.3663 -0.5406 7.6371
C -1.7767 -1.8005 7.5015
C -0.9227 -2.0838 6.4341
C -0.7480 -1.1415 5.4061
S 0.1385 -1.5607 3.9000
O 0.8002 -0.4342 3.2933
O 0.7968 -2.8258 4.0882
N -1.1498 -1.8171 2.6512
C -1.1329 -1.3879 1.3553
C -2.2466 -1.9298 0.7094
N -2.7979 -1.6299 -0.5604
O -3.4523 -2.5281 -1.1510
O -2.6326 -0.4832 -1.0565
C -2.9486 -2.7601 1.6462
C -4.1588 -3.4598 1.5744
C -4.6609 -4.0383 2.7361
C -3.9686 -3.8784 3.9731
N -4.5889 -4.2862 5.1924
O -5.7618 -4.7217 5.1420
O -3.9486 -4.1964 6.2687
C -2.7200 -3.2436 4.0293
C -2.2367 -2.6655 2.8693
C -1.3052 0.1347 5.5478
C -2.1183 0.4213 6.6471
H -3.7164 0.7362 8.7282
H -4.0580 -0.9987 8.8825
H -2.7113 -0.2815 9.7610
H -2.0144 -2.5880 8.2213
H -0.4713 -3.0725 6.3573
H -0.3271 -0.7701 0.9546
H -4.6861 -3.5373 0.6270
H -5.5915 -4.5992 2.7476
H -2.1624 -3.1789 4.9527
H -1.1116 0.8944 4.7916
H -2.5892 1.4056 6.7377
C 6.9158 2.7700 -1.8110
N 6.5350 1.3705 -1.8160
C 7.3248 0.4946 -2.6623
C 5.3461 0.9502 -1.2901
C 4.9522 -0.4126 -1.3851
C 3.6322 -0.7684 -1.1669
C 2.6646 0.1977 -0.8146
P 0.8990 -0.3373 -0.7874
C 0.1035 1.2937 -0.9554
C 0.2978 2.0687 -2.1085
C -0.1781 3.3655 -2.1784
C -0.9155 3.9195 -1.1004
N -1.3347 5.2135 -1.1673
C -2.1386 5.8557 -0.1514
C -1.0772 6.0022 -2.3524
C -1.1774 3.1009 0.0309
C -0.6700 1.8149 0.1008
C 0.7609 -0.9520 -2.5287
C -0.3808 -1.7075 -2.8644
C -0.7229 -1.9674 -4.1821
C 0.1459 -1.5879 -5.2405
N -0.1736 -1.7998 -6.5509
C 0.6246 -1.2116 -7.6066
C -1.2410 -2.6750 -6.9855
C 1.3607 -0.9368 -4.8960
C 1.6489 -0.6232 -3.5734
C 3.1088 1.5003 -0.5032
C 4.4284 1.8740 -0.7284
H 6.9512 3.1771 -0.7906
H 7.9129 2.8344 -2.2600
H 6.2136 3.3823 -2.3988
H 6.7040 0.0320 -3.4455
H 8.1076 1.0954 -3.1372
H 7.7972 -0.3076 -2.0777
H 5.6715 -1.1697 -1.6962
H 3.3305 -1.8055 -1.3186
H 0.8372 1.6525 -2.9554
H 0.0380 3.9546 -3.0676
H -2.1626 5.2798 0.7743
H -1.7174 6.8462 0.0639
H -3.1729 5.9975 -0.4998
H 0.0020 6.1091 -2.5336
H -1.5154 5.5320 -3.2453
H -1.5163 6.9933 -2.2064
H -1.7595 3.4846 0.8644
H -0.8839 1.2207 0.9871
H -1.0363 -2.0802 -2.0866
H -1.6837 -2.4343 -4.3934
H 0.7867 -0.1392 -7.4266
H 1.6142 -1.6880 -7.6814
H 0.0978 -1.3424 -8.5573
H -1.7670 -3.1106 -6.1346
H -1.9556 -2.1202 -7.6099
H -0.8376 -3.4919 -7.6018
H 2.0773 -0.6599 -5.6703
H 2.5778 -0.0976 -3.3612
H 2.4070 2.2420 -0.1199
H 4.7476 2.9003 -0.5480
*
```

## Properties
Frontier orbital gap ... 0.2190 Ha
LUMO ... -0.87 eV
SMILES ... Cc1ccc(S(=O)(=O)n2cc([N+](=O)[O-])c3ccc([N+](=O)[O-])cc32)cc1.CN(C)c1ccc(P(c2ccc(N(C)C)cc2)c2ccc(N(C)C)cc2)cc1

---

ORCA calculation (wB97M-V/def2-TZVPD) on C39H42As2CrN5O9 as an isolated structure.

Geometry as ORCA input:
```
! RIJCOSX wB97M-V def2-TZVPD def2/J DEFGRID3
* xyz 1 5
Cr 1.3447 -0.4552 1.0491
C 0.5036 -0.8672 4.0200
N 1.5677 -0.8134 3.0179
C 2.8128 -0.9034 3.3849
C 3.8163 -0.7317 2.4099
C 5.2078 -0.7347 2.4622
C 5.6479 -0.4303 1.1750
C 4.5038 -0.2483 0.3957
N 3.3868 -0.4339 1.1220
C 0.6443 0.2001 5.0757
C 1.0247 1.4956 4.7320
C 1.1440 2.4762 5.7014
C 0.8834 2.1737 7.0336
C 0.5185 0.8851 7.3856
C 0.4072 -0.0991 6.4102
H 0.4629 -1.8525 4.4937
H -0.4382 -0.7472 3.4765
H 3.0691 -1.0753 4.4297
H 5.8111 -0.9261 3.3350
H 6.6657 -0.3385 0.8370
H 4.4549 0.0250 -0.6477
H 1.2786 1.7314 3.7037
H 1.4554 3.4743 5.4220
H 0.9800 2.9374 7.7932
H 0.3292 0.6386 8.4219
H 0.1275 -1.1070 6.6930
C 2.5111 -5.2731 -4.8178
C 1.1095 -5.2077 -4.2780
C 0.4288 -6.3517 -3.8792
C -0.8571 -6.2834 -3.3651
C -1.5032 -5.0597 -3.2506
N -2.8242 -5.0572 -2.7296
C -3.5157 -4.0354 -2.1324
O -4.7201 -3.9522 -2.1578
N -2.7434 -3.0509 -1.4944
C -1.6665 -3.2439 -0.6275
C -1.0767 -4.4708 -0.3292
C -0.0050 -4.5035 0.5450
C 0.4672 -3.3276 1.0994
N -0.0957 -2.1474 0.8152
C -1.1308 -2.1128 -0.0205
C -0.8485 -3.9050 -3.6662
C 0.4413 -3.9913 -4.1650
H 2.7996 -6.2981 -5.0438
H 3.2296 -4.8782 -4.0972
H 2.6083 -4.6871 -5.7319
H 0.9098 -7.3178 -3.9688
H -1.3632 -7.1887 -3.0520
H -3.4336 -5.8010 -3.0364
H -3.3091 -2.2368 -1.3016
H -1.4521 -5.3868 -0.7571
H 0.4657 -5.4432 0.7958
H 1.3089 -3.3117 1.7805
H -1.5549 -1.1335 -0.2218
H -1.3508 -2.9486 -3.6293
H 0.9313 -3.0863 -4.5072
C -4.7559 0.7243 0.1797
O -3.3990 1.2112 0.1278
C -3.0256 1.7686 -1.0395
O -3.7421 1.8631 -1.9971
C -1.5957 2.2162 -0.9605
C -1.1289 3.0842 -1.8593
As 0.7564 3.5876 -2.3489
C 0.5047 5.5091 -2.5666
C 1.1698 3.3254 -0.4471
C 1.0497 2.0098 -0.1562
As -0.6887 1.4411 0.6510
C -1.2304 2.8013 1.9314
C 1.6775 1.0528 -1.1546
O 2.6342 1.2603 -1.8332
O 1.0991 -0.2094 -1.0813
C 1.6911 -1.2062 -1.9638
C 0.9686 4.3248 0.6622
O 1.5576 4.2128 1.7067
O 0.1817 5.3442 0.3359
C 0.0480 6.3602 1.3523
C -2.0198 3.7050 -2.9036
O -1.8401 3.5150 -4.0769
O -2.8969 4.5471 -2.3676
C -3.8363 5.1349 -3.2943
H -4.8167 0.1166 1.0768
H -4.9796 0.1384 -0.7089
H -5.4416 1.5665 0.2411
H 0.3539 5.6705 -3.6328
H 1.4254 6.0029 -2.2588
H -0.3269 5.8991 -1.9916
H -1.6244 3.6666 1.4029
H -0.4041 3.0803 2.5755
H -2.0145 2.3419 2.5314
H 1.0998 -2.1053 -1.8127
H 2.7329 -1.3622 -1.6932
H 1.6110 -0.8487 -2.9869
H -0.6354 7.0931 0.9369
H 1.0190 6.8045 1.5587
H -0.3543 5.9273 2.2656
H -4.7134 5.3819 -2.7050
H -4.0820 4.4272 -4.0799
H -3.3987 6.0337 -3.7243
*
```

## Properties
Frontier orbital gap (spin up / spin down) ... 0.2372 / 0.2389 Ha
LUMO (spin up / spin down) ... -3.71 / -3.77 eV
Expectation value of S² ... 6.025